[1]
C11H24ClCoIN2O2PS as an isolated structure. Source: OMol25; level of theory: ωB97M-V/def2-TZVPD.

The value obtained for the gap between HOMO and LUMO (alpha / beta) is 6.414 / 3.417 eV. The calculation puts the HOMO energy (alpha / beta) at -0.532 / -0.543 Eh.

Structure (ORCA input):
```
! wB97M-V def2-TZVPD RIJCOSX def2/J DEFGRID3
* xyz 2 5
C -4.018 -0.859 0.892
C -3.826 -0.863 2.433
H -5.047 -1.000 0.683
H -3.451 -1.586 0.291
H -3.751 0.171 0.515
O -4.819 -0.462 3.076
I -2.512 -1.371 3.901
Co -0.012 -1.338 -1.469
P -1.043 -3.154 -0.623
C -1.870 -3.544 0.986
C -2.259 -4.010 -1.700
H 0.920 -4.242 -1.514
H 0.337 -4.916 0.067
H 1.268 -3.378 -0.001
C 0.535 -4.010 -0.507
H -2.008 -3.897 -2.756
H -2.241 -5.059 -1.379
H -2.381 -4.546 0.911
H -2.624 -2.800 1.184
H -3.270 -3.591 -1.498
H -1.169 -3.564 1.815
C -0.320 -0.716 0.347
O -1.140 0.088 0.566
Cl 1.271 -2.138 -3.008
C 2.523 5.347 -1.987
C 1.920 4.378 -0.983
N 1.828 3.006 -1.575
C 1.222 1.977 -0.962
S 0.268 0.919 -1.961
N 1.356 1.908 0.396
C 2.674 1.638 0.982
C 2.820 2.043 2.422
H 3.438 4.936 -2.441
H 2.775 6.284 -1.480
H 1.785 5.561 -2.765
H 2.506 4.346 -0.073
H 0.907 4.724 -0.700
H 1.882 2.942 -2.583
H 0.539 1.639 0.930
H 2.896 0.548 0.899
H 3.388 2.171 0.337
H 2.271 1.390 3.098
H 3.890 1.929 2.639
H 2.543 3.098 2.592
*
```

[2]
One molecule with the formula CH2Cl4OP2. Source: OMol25; level of theory: ωB97M-V/def2-TZVPD.

The value obtained for the gap between HOMO and LUMO is 8.637 eV. As for the energy above the lowest of the compared OMol25 structures with the same formula, charge and spin: 0.929 eV. The calculation puts the HOMO energy at -0.333 Eh.

Structure (ORCA input):
```
! wB97M-V def2-TZVPD RIJCOSX def2/J DEFGRID3
* xyz 0 1
C -1.772 -0.662 -1.576
P -0.254 -0.263 -0.708
Cl 0.399 1.481 -1.431
Cl 1.111 -1.677 -1.348
O 0.243 -0.162 0.854
P 1.679 0.231 1.944
Cl 2.244 1.899 1.036
Cl 0.627 1.044 3.478
H -1.776 -1.798 -1.317
H -2.502 -0.093 -0.933
*
```

[3]
C23H25AlB2Br4CsF9MgN2O7S2 as an isolated structure. Source: OMol25; level of theory: ωB97M-V/def2-TZVPD.

The value obtained for the gap between HOMO and LUMO is 0.765 eV. The calculation puts the HOMO energy at -0.397 Eh.

Structure (ORCA input):
```
! wB97M-V def2-TZVPD RIJCOSX def2/J DEFGRID3
* xyz 2 1
C 2.068 6.701 -5.153
C 1.789 7.199 -3.600
Br 2.387 9.100 -3.295
C 0.215 6.933 -3.113
C 0.321 5.852 -1.848
C 0.582 6.267 -0.282
C 0.704 5.094 0.880
O 0.957 5.532 2.292
C 0.549 3.495 0.497
C 0.298 3.028 -1.064
C 0.192 4.255 -2.196
S -0.057 3.622 -3.983
C 1.099 2.100 -4.009
C 2.045 1.778 -5.310
C 3.063 0.494 -5.289
C 3.091 -0.425 -3.923
C 2.115 -0.097 -2.607
B 2.260 -1.077 -1.297
N 2.767 -2.524 -1.510
O 1.987 -0.703 0.114
C 1.077 1.187 -2.607
N 0.146 1.588 -1.495
H 3.204 6.341 -5.224
H 1.410 5.735 -5.317
H 1.811 7.565 -5.905
H 2.502 6.527 -2.922
H -0.446 6.526 -4.004
H -0.269 7.908 -2.665
H 0.710 7.415 -0.048
H 0.412 6.391 2.349
H 0.639 2.704 1.359
H 1.957 2.531 -6.230
H 3.744 0.328 -6.237
H 3.844 -1.329 -3.883
H 2.343 -2.945 -2.366
H 3.814 -2.475 -1.593
H 2.361 0.203 0.333
H 0.110 0.917 -0.703
Cs 2.010 -1.652 2.309
C -2.922 -5.096 1.620
Br -2.265 -4.465 3.339
Br -4.692 -4.394 1.221
Br -1.659 -4.733 0.185
H -3.018 -6.184 1.694
O -4.244 -7.975 0.931
H -5.063 -7.867 0.483
F -4.385 -9.911 7.929
C -4.247 -8.904 7.056
C -3.972 -7.624 7.524
C -3.823 -6.577 6.615
C -3.961 -6.820 5.246
C -4.241 -8.107 4.786
C -4.379 -9.156 5.695
H -3.877 -7.453 8.592
H -3.601 -5.574 6.971
H -3.849 -6.002 4.538
H -4.352 -8.293 3.720
H -4.588 -10.165 5.354
B -7.839 -9.449 6.401
F -7.150 -9.339 5.125
F -9.271 -9.310 6.192
F -7.558 -10.748 6.991
F -7.375 -8.400 7.294
Mg -1.840 -8.730 7.629
O 4.796 0.886 -7.922
H 5.738 1.022 -7.741
H 4.508 1.726 -8.311
C 5.386 10.258 -0.871
F 5.832 10.160 0.423
F 4.554 9.184 -1.060
F 4.577 11.366 -0.903
S 6.777 10.333 -2.117
O 7.529 9.083 -1.942
O 7.555 11.529 -1.766
O 6.124 10.434 -3.429
F -2.254 -6.108 -1.507
Al -6.763 -10.687 3.559
*
```

[4]
C12H31As3N3OsS as an isolated structure. Source: OMol25; level of theory: ωB97M-V/def2-TZVPD.

The value obtained for the gap between HOMO and LUMO (alpha / beta) is 7.831 / 6.482 eV. As for the energy above the lowest of the compared OMol25 structures with the same formula, charge and spin: 0.768 eV. The calculation puts the HOMO energy (alpha / beta) at -0.635 / -0.649 Eh.

Structure (ORCA input):
```
! wB97M-V def2-TZVPD RIJCOSX def2/J DEFGRID3
* xyz 3 5
Os -0.079 0.371 0.334
C 3.628 1.189 -0.465
As 2.349 -0.210 -0.053
C 2.472 -1.382 -1.582
C 3.193 -1.346 1.303
C 3.069 -1.100 2.814
C 3.757 -2.290 3.513
C 1.600 -1.154 3.287
As 0.233 0.112 2.720
C 0.615 1.810 3.540
C -1.332 -0.544 3.619
C 3.737 0.219 3.268
As 5.644 0.145 3.722
C 6.160 1.773 4.595
C 6.816 -0.221 2.243
H 4.612 0.735 -0.585
H 3.657 1.956 0.307
H 3.349 1.653 -1.411
H 3.498 -1.741 -1.662
H 2.211 -0.834 -2.486
H 1.794 -2.223 -1.458
H 4.247 -1.388 1.009
H 2.788 -2.339 1.089
H 3.224 -3.220 3.316
H 3.784 -2.152 4.596
H 4.779 -2.434 3.152
H 1.580 -1.114 4.381
H 1.182 -2.127 3.012
H 0.870 1.636 4.586
H -0.287 2.419 3.495
H 1.425 2.330 3.035
H -1.139 -0.542 4.692
H -1.552 -1.554 3.279
H -2.170 0.112 3.393
H 3.290 0.575 4.199
H 3.644 1.030 2.536
H 5.505 1.964 5.442
H 6.091 2.585 3.867
H 7.190 1.671 4.933
H 6.578 -1.179 1.789
H 7.837 -0.238 2.622
H 6.713 0.592 1.520
S -4.596 -0.614 0.371
C -3.094 -0.277 0.369
N -1.908 -0.009 0.367
N -1.670 2.924 -0.277
N -0.442 2.294 -0.744
H -2.081 3.440 -1.052
H -1.414 3.615 0.422
H 0.341 2.946 -0.710
H -0.573 2.102 -1.738
*
```

[5]
C57H45CdI2N5OS3Si as an isolated structure. Source: OMol25; level of theory: ωB97M-V/def2-TZVPD.

The value obtained for the gap between HOMO and LUMO is 5.022 eV. As for the energy above the lowest of the compared OMol25 structures with the same formula, charge and spin: 0.148 eV. The calculation puts the HOMO energy at -0.062 Eh.

Structure (ORCA input):
```
! wB97M-V def2-TZVPD RIJCOSX def2/J DEFGRID3
* xyz -2 1
Cd -0.023 -1.343 0.167
C 1.525 -2.679 3.493
C 0.251 -1.883 3.341
N -0.678 -2.482 2.674
N -1.956 -2.214 2.828
C -2.885 -2.084 1.975
S -2.906 -1.802 0.304
S -4.496 -2.244 2.833
C -4.499 -0.665 3.785
C -5.419 0.303 3.129
C -6.777 0.301 3.436
C -7.648 1.153 2.784
C -7.170 2.031 1.825
C -5.819 2.045 1.518
C -4.949 1.180 2.157
C 0.124 -0.569 3.958
C 0.651 -0.301 5.214
C 0.530 0.939 5.812
C -0.108 1.959 5.111
C -0.599 1.746 3.848
C -0.530 0.474 3.203
O -0.967 0.303 2.028
H 1.389 -3.441 4.265
H 1.755 -3.184 2.556
H 2.364 -2.047 3.776
H -4.837 -0.921 4.790
H -3.467 -0.318 3.810
H -7.151 -0.385 4.185
H -8.705 1.131 3.022
H -7.856 2.691 1.310
H -5.439 2.730 0.772
H -3.900 1.169 1.900
H 1.132 -1.110 5.754
H 0.925 1.113 6.807
H -0.205 2.935 5.576
H -1.064 2.558 3.303
S 3.397 -3.566 -3.001
C 3.916 -1.904 -2.899
C 4.718 -1.145 -3.814
C 4.875 0.176 -3.647
C 4.296 0.954 -2.505
C 3.367 0.135 -1.594
C 3.331 -1.319 -1.806
N 2.509 -2.092 -1.083
C 2.368 -3.282 -1.561
C 1.395 -4.209 -1.061
C 1.490 -5.569 -1.379
C 0.523 -6.446 -0.943
C -0.530 -5.956 -0.182
C -0.598 -4.612 0.144
C 0.340 -3.666 -0.282
H 5.170 -1.667 -4.647
H 5.482 0.740 -4.346
H 5.123 1.461 -1.987
H 3.478 0.382 -0.541
H 2.338 -5.923 -1.957
H 0.586 -7.501 -1.182
H -1.302 -6.635 0.160
H -1.423 -4.281 0.760
I 3.661 2.997 4.330
C 3.718 1.261 3.135
C 4.900 0.553 3.029
C 4.898 -0.586 2.233
C 3.718 -0.955 1.610
N 2.593 -0.264 1.728
C 2.583 0.831 2.470
H 5.797 0.870 3.545
H 5.804 -1.163 2.111
H 3.654 -1.831 0.978
H 1.644 1.359 2.541
I -2.763 0.401 -6.482
C -2.571 -0.931 -4.847
C -3.285 -2.114 -4.843
C -3.080 -2.974 -3.777
C -2.166 -2.615 -2.795
N -1.498 -1.473 -2.818
C -1.701 -0.633 -3.816
H -3.974 -2.361 -5.640
H -3.620 -3.906 -3.717
H -1.958 -3.261 -1.955
H -1.145 0.295 -3.790
C -3.051 2.832 -2.899
C -3.161 2.044 -1.764
C -2.024 1.525 -1.173
C -0.761 1.767 -1.704
C -0.668 2.571 -2.836
C -1.800 3.102 -3.431
Si 0.747 1.003 -0.794
C 1.285 2.635 0.082
C 2.600 3.009 0.355
C 2.901 4.209 0.975
C 1.887 5.070 1.359
C 0.570 4.704 1.134
C 0.283 3.502 0.520
C 2.123 0.814 -2.222
C 1.504 -0.003 -3.283
C 1.485 0.336 -4.576
C 2.144 1.529 -5.055
C 2.869 2.285 -4.232
C 3.081 1.889 -2.811
H -3.939 3.230 -3.373
H -4.132 1.822 -1.339
H -2.112 0.921 -0.279
H 0.305 2.779 -3.259
H -1.710 3.724 -4.315
H 3.420 2.359 0.080
H 3.937 4.472 1.162
H 2.120 6.014 1.832
H -0.232 5.367 1.434
H -0.744 3.210 0.381
H 0.971 -0.887 -2.955
H 0.948 -0.266 -5.297
H 2.015 1.800 -6.095
H 3.358 3.190 -4.570
H 3.131 2.778 -2.177
*
```

[6]
C6H19MgO4S3 as an isolated structure. Source: OMol25; level of theory: ωB97M-V/def2-TZVPD.

The value obtained for the gap between HOMO and LUMO is 7.068 eV. As for the energy above the lowest of the compared OMol25 structures with the same formula, charge and spin: 0.000 eV. The calculation puts the HOMO energy at -0.398 Eh.

Structure (ORCA input):
```
! wB97M-V def2-TZVPD RIJCOSX def2/J DEFGRID3
* xyz 1 1
Mg -14.578 13.123 -3.806
O -15.015 11.328 -3.637
H -14.575 10.534 -3.909
C -11.967 11.801 -0.671
S -13.342 12.998 -0.539
O -14.033 13.106 -1.889
C -14.486 11.898 0.355
H -11.077 12.291 -1.047
H -12.328 11.008 -1.332
H -11.846 11.302 0.289
H -14.575 10.974 -0.210
H -15.448 12.407 0.390
H -14.183 11.786 1.395
C -18.403 14.074 -4.428
S -17.346 13.532 -5.800
O -15.929 13.429 -5.264
C -17.899 11.809 -5.917
H -18.116 15.113 -4.289
H -18.215 13.561 -3.474
H -19.452 13.806 -4.543
H -17.667 11.428 -6.908
H -18.991 11.757 -5.859
H -17.526 11.215 -5.085
C -16.866 7.313 -2.123
S -15.346 6.596 -1.393
O -15.559 5.112 -1.446
C -14.250 6.912 -2.828
H -16.776 7.393 -3.203
H -16.933 8.355 -1.791
H -17.711 6.735 -1.769
H -13.431 6.236 -2.600
H -13.889 7.948 -2.785
H -14.752 6.851 -3.788
*
```

[7]
C30H58MgO21S4 as an isolated structure. Source: OMol25; level of theory: ωB97M-V/def2-TZVPD.

The value obtained for the gap between HOMO and LUMO is 6.293 eV. As for the energy above the lowest of the compared OMol25 structures with the same formula, charge and spin: 0.000 eV. The calculation puts the HOMO energy at -0.244 Eh.

Structure (ORCA input):
```
! wB97M-V def2-TZVPD RIJCOSX def2/J DEFGRID3
* xyz 0 1
Mg 1.700 -1.811 -0.124
O 2.158 0.058 0.562
C 1.025 0.818 0.248
C -0.293 0.091 -0.216
O -0.180 -1.291 -0.645
H 1.322 1.453 -0.587
H 0.817 1.536 1.042
H -0.667 0.722 -1.023
H -1.074 0.241 0.530
C -1.479 -4.736 0.750
C -2.535 -3.654 0.554
C -2.905 -3.469 -0.941
O -4.265 -3.820 -0.949
C -4.683 -4.311 0.204
O -5.831 -4.840 0.364
O -3.730 -4.177 1.103
H -1.855 -5.648 0.287
H -1.217 -5.010 1.771
H -0.527 -4.551 0.252
H -2.461 -2.687 1.053
H -2.249 -4.055 -1.583
H -2.754 -2.408 -1.141
C -3.388 0.053 -3.234
C -4.305 0.987 -2.405
C -3.701 1.831 -1.247
O -4.288 3.086 -1.449
C -4.948 3.169 -2.582
O -5.487 4.165 -3.048
O -4.855 1.967 -3.245
H -2.627 0.625 -3.765
H -3.889 -0.687 -3.859
H -2.860 -0.519 -2.471
H -5.189 0.439 -2.079
H -2.613 1.895 -1.269
H -3.949 1.305 -0.326
C -3.333 3.914 2.278
C -3.595 2.635 3.053
C -3.217 1.407 2.254
O -2.436 0.660 3.201
C -2.122 1.386 4.224
O -1.454 0.992 5.222
O -2.655 2.562 4.132
H -3.804 3.896 1.296
H -2.261 4.103 2.212
H -3.798 4.787 2.736
H -4.656 2.701 3.294
H -2.613 1.531 1.355
H -4.141 0.934 1.924
C 0.705 4.303 2.487
C 0.876 4.335 4.002
C 1.614 3.144 4.696
O 2.490 3.811 5.540
C 2.518 5.144 5.321
O 3.212 5.966 5.867
O 1.619 5.416 4.297
H 0.016 3.490 2.259
H 1.659 4.076 2.012
H 0.281 5.225 2.090
H -0.081 4.478 4.503
H 2.133 2.681 3.856
H 0.886 2.553 5.251
C -1.127 3.409 -3.819
C 0.271 3.726 -3.409
C 0.785 5.045 -4.040
O 1.478 5.675 -3.043
C 1.052 5.157 -1.882
O 1.302 5.673 -0.780
O 0.273 4.082 -2.060
H -1.092 2.941 -4.803
H -1.804 4.263 -3.789
H -1.506 2.673 -3.109
H 1.063 3.033 -3.694
H 0.022 5.645 -4.536
H 1.591 4.783 -4.724
C 2.739 -1.294 -4.503
S 3.458 -0.648 -2.919
O 2.770 -1.405 -1.768
C 2.619 0.939 -3.087
H 2.957 -2.341 -4.712
H 3.368 -0.814 -5.253
H 1.685 -1.021 -4.552
H 2.692 1.360 -4.090
H 2.904 1.661 -2.322
H 1.570 0.780 -2.835
C 0.634 -5.922 -1.832
S 1.570 -4.381 -2.295
O 1.552 -3.490 -1.055
C 3.233 -5.139 -2.146
H 1.026 -6.407 -0.937
H 0.875 -6.581 -2.666
H -0.451 -5.827 -1.799
H 3.408 -5.652 -1.200
H 3.907 -4.283 -2.188
H 3.301 -5.837 -2.980
C -0.821 -2.263 3.388
S 0.976 -2.235 3.065
O 1.203 -2.583 1.649
C 1.281 -3.755 4.142
H -1.037 -1.916 4.398
H -1.241 -3.266 3.323
H -1.333 -1.597 2.692
H 0.834 -4.603 3.622
H 0.789 -3.598 5.102
H 2.355 -3.931 4.200
C 5.567 -1.025 0.999
S 4.757 -2.740 0.992
O 3.434 -2.636 0.280
C 5.854 -3.512 -0.329
H 5.463 -0.485 0.058
H 6.591 -0.975 1.369
H 5.045 -0.460 1.773
H 6.916 -3.407 -0.107
H 5.559 -3.133 -1.308
H 5.621 -4.576 -0.374
*
```

[8]
One molecule with the formula C15H22N2O3S. Source: OMol25; level of theory: ωB97M-V/def2-TZVPD.

The value obtained for the gap between HOMO and LUMO is 9.234 eV. As for the energy above the lowest of the compared OMol25 structures with the same formula, charge and spin: 0.068 eV. The calculation puts the HOMO energy at -0.318 Eh.

Structure (ORCA input):
```
! wB97M-V def2-TZVPD RIJCOSX def2/J DEFGRID3
* xyz 0 1
C -2.519 -1.222 -2.571
O -2.016 -1.117 -1.247
C -2.943 -1.024 -0.284
O -4.126 -1.073 -0.482
C -2.316 -0.913 1.106
C -2.892 0.305 1.842
C -2.331 1.635 1.356
S -2.664 1.965 -0.416
C -0.984 1.992 -1.118
N -0.876 -0.893 1.072
C -0.166 -2.040 1.295
O -0.642 -3.050 1.767
N 1.166 -1.971 0.962
C 1.878 -0.880 0.444
C 1.763 0.377 1.033
C 2.447 1.473 0.529
C 2.324 2.821 1.173
C 3.270 1.289 -0.575
C 3.411 0.038 -1.144
C 2.724 -1.063 -0.655
C 2.871 -2.415 -1.285
H -3.081 -0.321 -2.826
H -3.180 -2.087 -2.657
H -1.654 -1.333 -3.220
H -2.604 -1.823 1.648
H -3.974 0.291 1.705
H -2.674 0.213 2.908
H -1.254 1.690 1.499
H -2.804 2.449 1.907
H -0.320 2.546 -0.462
H -0.617 0.982 -1.280
H -1.064 2.503 -2.072
H -0.457 -0.227 0.441
H 1.639 -2.862 0.988
H 1.147 0.485 1.914
H 1.521 2.837 1.906
H 2.137 3.590 0.424
H 3.253 3.077 1.681
H 3.812 2.130 -0.982
H 4.064 -0.087 -1.997
H 1.895 -2.853 -1.489
H 3.424 -2.343 -2.218
H 3.412 -3.092 -0.622
*
```